This record from OMol25 describes a structure of composition C25H36N2OP2Ru. The level of theory is ωB97M-V/def2-TZVPD.

The geometry in XYZ format:
```
67
Properties=species:S:1:pos:R:3:forces:R:3:mulliken_charge:R:1
C -3.002 -3.023 2.939 0.0 0.5 1.4 -0.931
C -2.521 -2.524 1.755 -0.9 1.0 -2.5 0.082
C -3.103 -1.269 1.313 0.3 0.0 0.8 0.556
C -3.382 -0.283 2.336 0.5 -1.6 1.3 1.237
C -3.527 -0.753 3.662 -0.1 1.0 -1.5 -0.921
C -3.535 -2.123 3.869 0.2 -1.0 0.4 -0.457
C -3.478 1.068 1.944 0.2 1.0 0.5 -1.361
C -3.738 1.341 0.581 -0.3 1.1 -1.6 1.164
C -3.486 0.305 -0.391 0.2 0.8 0.1 0.541
C -3.293 0.708 -1.764 -0.5 -2.1 1.3 0.043
C -4.088 1.745 -2.202 -0.1 1.2 0.5 -0.870
C -4.591 2.646 -1.250 0.1 0.3 -1.1 -0.494
C -4.243 2.572 0.091 0.3 -1.2 0.9 -0.905
H -2.927 -4.088 3.144 0.2 0.2 0.2 0.433
H -3.761 -0.011 4.425 -0.1 -0.4 0.0 0.478
H -3.925 -2.501 4.798 0.1 -0.1 0.3 0.439
H -3.110 1.888 2.610 -0.8 -0.8 -0.5 0.303
H -4.277 1.854 -3.267 0.1 0.3 0.2 0.435
H -5.206 3.465 -1.599 0.0 0.1 0.0 0.422
H -4.472 3.356 0.815 -0.1 -0.2 -0.4 0.468
N -3.420 -0.991 0.024 2.3 -0.4 -0.7 -0.373
Ru 0.314 0.024 -0.061 -5.5 0.5 -1.4 -0.385
C -1.516 -3.249 0.871 -0.2 0.0 -0.1 -1.087
H -1.882 -3.520 -0.135 -0.1 0.2 0.3 0.441
H -1.166 -4.176 1.363 -0.2 0.3 -0.2 0.530
C -2.354 -0.068 -2.654 0.0 0.0 0.1 -1.233
H -2.572 -1.145 -2.742 -0.1 0.3 0.3 0.495
H -2.351 0.364 -3.667 -0.1 -0.2 0.2 0.523
P -0.011 -2.192 0.614 -0.1 -0.2 0.6 1.323
P -0.583 0.064 -2.067 -0.2 0.0 -1.7 1.743
C 0.013 1.547 -2.937 -0.4 0.0 -0.4 -1.571
H 1.110 1.536 -2.929 -0.3 0.0 -0.1 0.291
H -0.378 1.523 -3.957 0.3 0.3 -0.1 0.547
H -0.339 2.446 -2.421 0.0 -0.1 -0.2 0.417
C 0.239 -1.250 -2.997 -0.1 0.0 -0.8 -1.500
H 0.279 -0.924 -4.041 0.1 -0.5 -0.1 0.510
H 1.255 -1.390 -2.609 -0.2 0.0 -0.2 0.278
H -0.331 -2.179 -2.902 0.2 0.1 -0.1 0.298
C 0.765 -2.143 2.260 0.0 -0.4 0.2 -1.370
H 0.842 -3.164 2.654 0.1 0.2 0.1 0.411
H 1.759 -1.678 2.180 -0.4 -0.2 0.1 0.320
H 0.132 -1.537 2.918 0.2 -0.1 -0.1 0.297
C 1.138 -3.234 -0.358 -0.1 -0.3 0.2 -1.179
H 2.049 -2.649 -0.583 -0.5 -0.3 0.1 0.191
H 1.398 -4.118 0.247 0.0 0.2 -0.4 0.451
H 0.646 -3.534 -1.297 0.3 0.0 0.4 0.308
H -0.325 0.743 1.078 -1.1 1.2 2.6 0.104
H -0.192 1.547 -0.467 -0.2 -0.5 0.7 -0.140
O 2.097 -0.078 0.241 4.7 0.6 0.3 -0.882
C 3.025 0.707 -0.151 -0.7 -2.3 1.0 0.150
C 2.794 2.113 -0.542 0.1 0.3 -0.5 -0.093
C 3.544 3.067 0.378 0.3 0.4 0.1 -1.044
C 5.046 3.123 0.111 0.1 0.2 0.2 -0.629
C 5.778 1.820 0.419 0.6 0.3 0.0 -0.709
C 5.393 0.665 -0.490 1.1 0.3 -0.1 -0.766
N 4.175 0.064 -0.114 -0.9 0.3 -0.2 -0.023
H 3.159 2.187 -1.577 0.1 0.3 0.1 0.508
H 1.723 2.390 -0.572 0.5 -0.7 0.2 -0.036
H 3.125 4.064 0.235 0.0 0.0 0.0 0.399
H 3.362 2.794 1.424 -0.1 0.0 -0.1 0.355
H 5.223 3.402 -0.936 0.0 0.0 0.1 0.287
H 5.474 3.921 0.731 0.0 -0.2 -0.2 0.366
H 6.851 1.986 0.281 -0.1 0.0 0.1 0.368
H 5.632 1.541 1.471 0.0 -0.1 -0.2 0.318
H 5.301 1.004 -1.526 0.3 0.0 -0.1 0.317
H 6.118 -0.129 -0.428 0.6 -0.1 -0.2 0.496
H 4.071 -0.929 0.108 0.3 0.6 0.0 0.313
```
Positions in Å, forces in eV/Å.

Multiplicity: 6
Electronic energy: -1936.15155 hartree
HOMO level (spin up / spin down): -8.147 / -10.420 eV
Charge: +1
<S²>: 8.80
Kohn-Sham gap (spin up / spin down): 6.035 / 5.783 eV